{
  "formula": "ClH18NO11S",
  "method": "wB97M-V/def2-TZVPD",
  "gap_ha": 0.08843,
  "e_tot_ev": -47661.695,
  "spin_multiplicity": 1,
  "e_homo_ha": 0.017,
  "total_charge": -2,
  "symbols": ["N", "H", "H", "H", "H", "S", "O", "O", "O", "O", "Cl", "O", "H", "H", "O", "H", "H", "O", "H", "H", "O", "H", "H", "O", "H", "H", "O", "H", "H", "O", "H", "H"],
  "coordinates": [[-0.3800, -0.6310, 0.8674], [-0.3099, 0.2919, 0.4632], [-1.2652, -1.1163, 0.8980], [0.0296, -0.5420, 1.7864], [0.2444, -1.1184, 0.2408], [2.9706, -2.1269, -3.3240], [3.3444, -0.7889, -3.7451], [4.0913, -2.8467, -2.7465], [1.8603, -2.0594, -2.3878], [2.6421, -2.8193, -4.5442], [2.1887, -0.5416, 4.6003], [-3.3913, -2.5187, 0.6964], [-4.1055, -2.7850, 1.2754], [-3.8287, -2.1296, -0.0609], [-1.6358, -1.5123, -2.7459], [-2.0825, -2.2849, -3.0921], [-0.7211, -1.7814, -2.6621], [-3.3268, 1.9264, 3.2580], [-3.9600, 2.6098, 3.4776], [-2.4974, 2.3925, 3.1531], [-4.3918, 1.2117, -0.3109], [-4.2830, 1.2186, 0.6401], [-4.9040, 1.9980, -0.4996], [4.7802, -0.7737, 0.8263], [4.5045, -0.8751, 1.7373], [4.3735, -1.5098, 0.3691], [-0.4088, 2.9518, -0.0892], [0.3857, 3.2566, -0.5275], [-1.0968, 3.5378, -0.4048], [3.4962, 3.3433, 0.7235], [4.2776, 3.6111, 1.2072], [3.3994, 2.4116, 0.9207]]
}

---

{
  "formula": "C50H60N6PPdSi",
  "method": "wB97M-V/def2-TZVPD",
  "e_above_lowest_kcal_mol": 11.9,
  "gap_ha": [0.21774, 0.09990],
  "e_tot_ev": -82383.451,
  "spin_multiplicity": 5,
  "e_homo_ha": [-0.560, -0.561],
  "total_charge": 3,
  "symbols": ["Pd", "N", "C", "C", "C", "C", "C", "C", "C", "N", "C", "C", "N", "C", "H", "H", "H", "H", "H", "H", "H", "C", "C", "C", "C", "C", "C", "Si", "C", "C", "C", "C", "C", "C", "C", "C", "C", "C", "C", "C", "H", "H", "H", "H", "H", "H", "H", "H", "H", "H", "H", "H", "H", "H", "H", "N", "C", "C", "N", "C", "C", "N", "H", "H", "H", "H", "H", "C", "C", "C", "C", "C", "C", "P", "C", "C", "C", "C", "C", "C", "C", "C", "C", "C", "C", "C", "H", "H", "H", "H", "H", "H", "H", "H", "H", "H", "H", "H", "H", "H", "H", "H", "H", "H", "H", "H", "H", "H", "H", "H", "H", "H", "H", "H", "H", "H", "H", "H", "H"],
  "coordinates": [[-0.4846, -0.4853, 0.0468], [10.3824, -0.3785, -0.4197], [9.2684, -0.6296, -0.3901], [7.8804, -0.9091, -0.3682], [6.9796, 0.1468, -0.2280], [5.6235, -0.1022, -0.2626], [5.1540, -1.4073, -0.4089], [6.0568, -2.4636, -0.5107], [7.4168, -2.2169, -0.5009], [3.7630, -1.6448, -0.4799], [3.1450, -2.7379, -1.0194], [1.8023, -2.5156, -0.9289], [1.5930, -1.3036, -0.3423], [2.7859, -0.8094, -0.0758], [7.3442, 1.1543, -0.1062], [4.9427, 0.7312, -0.1957], [5.7136, -3.4814, -0.5950], [8.1181, -3.0303, -0.5994], [3.6716, -3.5672, -1.4393], [0.9969, -3.1589, -1.2257], [2.9599, 0.1102, 0.4449], [1.3713, -5.3088, 2.1719], [0.0497, -5.3502, 1.7581], [-0.6938, -4.1850, 1.6881], [-0.1285, -2.9701, 2.0673], [1.2087, -2.9346, 2.4602], [1.9505, -4.0984, 2.5230], [-1.1567, -1.3472, 2.1873], [-3.0503, -1.7705, 2.3756], [-4.0221, -1.0851, 1.6565], [-5.3317, -1.5392, 1.6632], [-5.6761, -2.6411, 2.4306], [-4.7171, -3.2893, 3.1920], [-3.4038, -2.8490, 3.1757], [-0.9749, -0.7263, 4.0206], [-0.5858, -1.6495, 4.9809], [-0.4920, -1.2539, 6.3053], [-0.8256, 0.0411, 6.6665], [-1.1969, 0.9645, 5.7033], [-1.3005, 0.5741, 4.3772], [1.9463, -6.2180, 2.2259], [-0.4056, -6.2947, 1.5040], [-1.7257, -4.2308, 1.3701], [1.6560, -1.9928, 2.7527], [2.9729, -4.0666, 2.8636], [-3.7556, -0.2125, 1.0738], [-6.0823, -1.0272, 1.0807], [-6.6997, -2.9812, 2.4585], [-4.9862, -4.1263, 3.8150], [-2.6635, -3.3483, 3.7821], [-0.3335, -2.6650, 4.7153], [-0.1778, -1.9706, 7.0493], [-0.8297, 0.3207, 7.7111], [-1.4362, 1.9783, 5.9845], [-1.6259, 1.2881, 3.6339], [-4.4114, -4.2918, -1.9285], [-3.3580, -3.5148, -2.1506], [-2.7159, -2.7486, -1.1252], [-1.6696, -2.0074, -1.4005], [-1.1950, -1.9605, -2.6437], [-1.8376, -2.6811, -3.6505], [-2.8814, -3.4173, -3.3891], [-4.7856, -4.4415, -1.0069], [-4.8110, -4.8013, -2.7032], [-3.1088, -2.7560, -0.1147], [-0.3207, -1.3563, -2.8423], [-1.5025, -2.6546, -4.6778], [1.9639, 2.8401, -4.5947], [0.7125, 2.0021, -4.8745], [0.2110, 1.3050, -3.6044], [0.4729, 2.2224, -2.4096], [1.9826, 2.2169, -2.1376], [2.7762, 2.2264, -3.4595], [-0.5002, 1.7403, -0.8940], [-2.2898, 2.2093, -1.1096], [-3.0719, 1.0538, -1.7479], [-4.4755, 1.5385, -2.0952], [-4.4010, 2.5524, -3.2442], [-3.0621, 3.2942, -3.2555], [-2.5584, 3.5390, -1.8406], [-0.0185, 2.8415, 0.5311], [0.1973, 4.3241, 0.1690], [1.2449, 4.9643, 1.0833], [1.0548, 4.4901, 2.5173], [1.3246, 2.9836, 2.6520], [1.1666, 2.2601, 1.3105], [1.6879, 3.8651, -4.3357], [2.5739, 2.9039, -5.4957], [0.9276, 1.2479, -5.6321], [-0.0726, 2.6416, -5.2796], [0.7566, 0.3702, -3.4472], [-0.8452, 1.0575, -3.7176], [0.1376, 3.2324, -2.6721], [2.2438, 1.3168, -1.5703], [2.2567, 3.0877, -1.5429], [3.0456, 1.2065, -3.7417], [3.7033, 2.7834, -3.3257], [-2.6431, 2.3059, -0.0731], [-3.0995, 0.2090, -1.0432], [-2.5842, 0.7089, -2.6620], [-4.9196, 1.9971, -1.2092], [-5.1144, 0.7023, -2.3805], [-5.2243, 3.2613, -3.1529], [-4.5350, 2.0422, -4.1993], [-3.1725, 4.2439, -3.7774], [-2.3204, 2.7143, -3.8065], [-3.3266, 4.0882, -1.2946], [-1.6726, 4.1727, -1.8583], [-0.8868, 2.7747, 1.2031], [-0.7464, 4.8552, 0.2962], [0.5186, 4.4477, -0.8656], [1.1386, 6.0483, 1.0335], [2.2524, 4.7182, 0.7425], [0.0321, 4.7164, 2.8232], [1.7179, 5.0438, 3.1789], [0.6450, 2.5592, 3.3944], [2.3369, 2.8183, 3.0221], [0.9872, 1.1805, 1.4861], [2.0782, 2.3704, 0.7221]]
}

---

{
  "formula": "C3H2ClFO2",
  "method": "wB97M-V/def2-TZVPD",
  "gap_ha": [0.26574, 0.31886],
  "e_tot_ev": -22472.941,
  "spin_multiplicity": 3,
  "e_homo_ha": [-0.239, -0.414],
  "total_charge": 0,
  "symbols": ["C", "C", "C", "O", "O", "F", "Cl", "H", "H"],
  "coordinates": [[0.5574, -0.9674, -0.3910], [0.9512, -1.9936, 0.4166], [-0.4155, 0.5258, 1.0983], [0.4829, 0.3468, 0.1418], [-1.1826, -0.2556, 1.5862], [1.0252, -3.2732, -0.0093], [1.8389, -1.7131, 1.8894], [-0.0705, -1.0301, -1.2410], [-0.3597, 1.5106, 1.4328]]
}

---

{
  "formula": "C11H14ClNO3W",
  "method": "wB97M-V/def2-TZVPD",
  "gap_ha": [0.23518, 0.23883],
  "e_tot_ev": -33593.582,
  "spin_multiplicity": 3,
  "e_homo_ha": [-0.610, -0.608],
  "total_charge": 2,
  "symbols": ["Cl", "C", "C", "C", "H", "C", "C", "H", "H", "H", "C", "W", "C", "O", "C", "O", "H", "H", "H", "C", "N", "C", "C", "O", "H", "H", "H", "H", "H", "H", "H"],
  "coordinates": [[-2.3316, 4.2198, -2.7022], [-0.8765, -1.2447, -1.7203], [0.5460, -1.4217, -1.5461], [1.2331, -0.4569, -2.3701], [1.0392, -2.2182, -0.9681], [0.2217, 0.3801, -3.0578], [-1.0945, -0.1628, -2.6483], [-2.0398, 0.2555, -3.0165], [-1.6716, -1.8689, -1.2842], [2.3131, -0.3100, -2.5023], [0.4732, 1.4536, -4.0389], [0.0345, 0.8104, -1.0189], [1.5737, 1.5475, 0.0947], [2.4489, 2.0596, 0.6671], [-1.5032, 1.9619, -0.2719], [-2.3249, 2.6725, 0.1632], [1.4293, 1.9503, -3.8162], [-0.3403, 2.1952, -4.0007], [0.5399, 1.0384, -5.0603], [-1.1605, -0.5809, 3.6948], [0.0751, -1.0789, 3.1272], [1.0185, -1.8493, 3.8767], [0.3466, -0.7453, 1.8873], [-0.5722, -0.0320, 1.3694], [-1.2138, -0.9265, 4.7288], [-2.0514, -0.9602, 3.1515], [-1.2152, 0.5293, 3.6920], [1.1819, -2.8199, 3.3727], [1.9920, -1.3223, 3.9083], [0.6318, -2.0008, 4.8853], [1.2970, -1.0749, 1.4042]]
}